Computed, not measured: a structure of composition C43H55LuN6O3S5Si in a non-equilibrium geometry, with ωB97M-V with the def2-TZVPD basis set.

The gap between HOMO and LUMO comes out at 5.787 eV. The total charge is -2.

```
114
Properties=species:S:1:pos:R:3:mulliken_charge:R:1
Lu -0.6443 0.3365 1.4508 0.53
C 1.1586 3.6464 2.3512 -1.46
N 1.0538 2.7066 1.2166 1.50
C 0.5933 3.4145 0.0262 0.09
C -0.8281 3.9386 0.1648 -2.15
N -1.8975 2.9397 0.0241 1.80
C -2.1745 2.6983 -1.3869 -0.89
C -3.0504 3.3930 0.7648 -1.06
C -4.0895 4.0836 0.1465 -0.31
C -5.1296 4.6452 0.8776 -0.76
C -5.1338 4.5113 2.2577 -0.67
C -4.1268 3.7902 2.8807 -0.68
C -3.0721 3.2066 2.1637 1.21
S -1.8291 2.3416 3.0406 -0.44
C 2.3428 2.0789 1.0893 0.53
C 3.2471 2.4071 0.0905 -0.44
C 4.5422 1.8994 0.0978 -0.32
C 4.9492 1.0925 1.1464 -1.11
C 4.0392 0.7356 2.1369 -0.67
C 2.7129 1.1704 2.1062 0.15
S 1.5414 0.5956 3.2888 -0.40
H 1.7976 4.4963 2.0634 0.35
H 1.5894 3.1393 3.2056 0.35
H 0.1767 3.9940 2.6538 0.29
H 0.6661 2.7378 -0.8299 -0.39
H 1.2300 4.2931 -0.1654 0.52
H -0.9667 4.7179 -0.6028 0.28
H -0.9415 4.4261 1.1280 0.73
H -2.3797 3.6339 -1.9330 0.38
H -3.0268 2.0256 -1.4787 0.21
H -1.3172 2.2106 -1.8419 -0.32
H -4.1009 4.1914 -0.9311 0.27
H -5.9228 5.1783 0.3658 0.38
H -5.9326 4.9516 2.8477 0.33
H -4.1365 3.6463 3.9556 0.40
H 2.9592 3.0592 -0.7254 0.23
H 5.2124 2.1455 -0.7166 0.28
H 5.9679 0.7229 1.1908 0.33
H 4.3463 0.0879 2.9507 0.47
N 5.2452 -5.2769 3.7934 -0.63
C 4.2497 -4.5819 3.0844 1.01
C 3.5647 -5.2043 2.0404 -0.79
C 2.6318 -4.4988 1.3014 -0.89
C 2.3758 -3.1698 1.6006 -0.42
C 3.0328 -2.5454 2.6466 -0.03
C 3.9742 -3.2479 3.3795 -1.11
S 1.1918 -2.2808 0.6271 1.10
O 1.7530 -0.9928 0.2612 0.48
O 0.8819 -3.1625 -0.4752 -1.01
N -0.0584 -1.8795 1.5456 0.47
C -0.3843 -2.4345 2.7394 0.08
N -1.0288 -1.5645 3.5509 -0.18
C -1.5012 -2.0348 4.6840 -0.29
C -1.3359 -3.3579 5.0727 -0.84
C -0.5823 -4.1423 4.2190 -0.37
N -0.0947 -3.7048 3.0635 -0.47
H 5.1140 -6.2741 3.8255 0.21
H 5.4487 -4.8893 4.6993 0.23
H 3.7666 -6.2472 1.8156 0.27
H 2.0855 -4.9653 0.4898 0.47
H 2.7732 -1.5212 2.9044 -0.15
H 4.5012 -2.7581 4.1932 0.28
H -2.0182 -1.3194 5.3168 0.49
H -1.7556 -3.7446 5.9910 0.37
H -0.3541 -5.1776 4.4599 0.43
C 1.9040 2.5122 -5.3926 -1.37
C 1.6569 1.0206 -5.1619 -0.46
C 1.1325 0.7212 -3.7622 0.66
S 2.4861 0.5701 -2.5246 0.93
O 3.6428 1.3362 -3.1232 -0.79
C 2.8265 -1.2019 -2.8832 0.40
C 4.3045 -1.5229 -2.6789 -1.00
C 4.6320 -1.8716 -1.2251 -0.63
H 2.2723 2.6981 -6.4060 0.42
H 2.6508 2.8715 -4.6851 0.26
H 0.9811 3.0833 -5.2524 0.31
H 2.5965 0.4842 -5.3176 0.21
H 0.9345 0.6522 -5.8948 0.51
H 0.5820 -0.2146 -3.7014 -1.04
H 0.4688 1.5100 -3.4023 -0.05
H 2.5126 -1.3892 -3.9124 0.62
H 2.1858 -1.7560 -2.1940 -0.77
H 4.8849 -0.6523 -2.9913 0.35
H 4.5788 -2.3525 -3.3360 0.41
H 4.2825 -1.0864 -0.5514 -0.07
H 5.7096 -1.9956 -1.0818 0.54
H 4.1350 -2.7990 -0.9262 0.13
S -3.2181 -0.9614 1.4547 -0.38
C -4.5776 0.0485 0.9876 0.31
C -4.9186 0.2017 -0.3654 -0.45
C -6.0392 0.9257 -0.7526 -0.36
C -6.8580 1.5188 0.2003 -0.54
C -6.5247 1.3897 1.5441 -0.44
C -5.4046 0.6658 1.9332 -0.39
H -4.2803 -0.2686 -1.1069 0.13
H -6.2734 1.0285 -1.8081 0.34
H -7.7279 2.0929 -0.0991 0.35
H -7.1383 1.8713 2.2983 0.34
H -5.1429 0.5737 2.9809 0.30
C -2.7114 -1.3355 -4.1567 -1.16
Si -1.6254 -2.0531 -2.7902 0.28
C -2.6086 -3.2993 -1.8081 -0.76
C -0.2632 -2.9803 -3.6979 -0.85
C -1.0564 -0.7251 -1.7085 0.73
C -0.7303 0.1091 -0.8723 0.56
H -3.1336 -2.1278 -4.7853 0.30
H -2.1316 -0.6635 -4.8009 0.29
H -3.5417 -0.7548 -3.7374 0.24
H -2.9275 -4.1463 -2.4249 0.33
H -3.4874 -2.8383 -1.3483 0.22
H -1.9842 -3.6719 -0.9897 0.15
H -0.6705 -3.8855 -4.1589 0.44
H 0.5224 -3.2723 -2.9949 0.04
H 0.1902 -2.3728 -4.4895 0.19
```

Computed, not measured: a structure of composition C43H56As2ClMoN2O8P2, with ωB97M-V with the def2-TZVPD basis set.

The gap between HOMO and LUMO (spin up / spin down) comes out at 7.695 / 7.089 eV. The total charge is +1. Its spin multiplicity is 3.

```
115
Properties=species:S:1:pos:R:3:mulliken_charge:R:1
Mo -1.1258 0.2332 -0.3000 -2.50
O -3.8307 -1.3635 1.9474 -0.69
Cl -3.1556 -2.0664 0.8907 1.91
O -3.9353 -3.1285 0.3723 -0.69
O -1.8570 -2.5000 1.3315 -0.66
O -2.9420 -1.0856 -0.2402 -0.73
O -0.8398 -2.6909 -1.4092 -0.33
C 0.0668 -2.3957 -0.6677 0.71
O 0.3109 -1.1174 -0.3356 1.75
C 1.0145 -3.4412 -0.1546 -0.74
C 0.8925 -4.6812 -0.7884 -0.91
C 1.7627 -5.7176 -0.5145 -0.84
C 2.8009 -5.5166 0.3842 -0.96
C 2.9213 -4.2966 1.0245 -0.46
C 2.0160 -3.2562 0.8014 0.43
P 2.3195 -1.6685 1.6804 1.75
C 3.8429 -1.2566 0.7327 0.88
C 5.1455 -1.2477 1.2219 -0.68
C 6.2144 -0.9930 0.3694 -0.75
C 6.0004 -0.7639 -0.9799 -0.81
C 4.7065 -0.7996 -1.4840 -0.49
C 3.6419 -1.0429 -0.6330 0.25
C 2.8918 -2.1371 3.3552 0.88
C 3.5411 -1.1577 4.1142 -1.31
C 3.8577 -1.3764 5.4459 -0.47
C 3.5070 -2.5725 6.0561 -0.73
C 2.8329 -3.5392 5.3265 -0.89
C 2.5238 -3.3234 3.9901 -0.84
H 0.0973 -4.8074 -1.5080 0.57
H 1.6460 -6.6693 -1.0158 0.45
H 3.5199 -6.3013 0.5806 0.45
H 3.7437 -4.1424 1.7110 0.58
H 5.3441 -1.4624 2.2613 0.42
H 7.2218 -0.9905 0.7657 0.43
H 6.8375 -0.5740 -1.6391 0.40
H 4.5283 -0.6463 -2.5415 0.49
H 2.6333 -1.0904 -1.0320 -0.71
H 3.8102 -0.2112 3.6583 0.44
H 4.3751 -0.6094 6.0078 0.45
H 3.7504 -2.7450 7.0963 0.43
H 2.5403 -4.4689 5.7970 0.44
H 1.9869 -4.0885 3.4455 0.49
C 1.5157 2.9583 -1.7038 -1.36
As 0.6485 2.0574 -0.2132 2.12
C 2.2517 1.8366 0.8571 -0.84
C -0.1442 3.5730 0.7185 0.03
C -0.5352 4.7697 0.1080 -0.66
C -1.1469 5.7698 0.8564 -0.90
C -1.3766 5.6067 2.2165 -0.55
C -0.9895 4.4263 2.8583 -1.01
C -0.4016 3.4881 2.0579 0.29
As -0.3060 -0.1938 2.7813 1.34
C 0.8128 0.7693 4.0454 -1.15
C -0.7281 -1.7070 3.9140 -1.21
H 1.9786 3.8709 -1.3312 0.54
H 0.8272 3.1960 -2.5069 0.27
H 2.2925 2.2967 -2.0840 0.36
H 2.6228 2.8306 1.1012 0.65
H 2.9966 1.2966 0.2812 0.50
H 2.0438 1.2788 1.7641 -0.41
H -0.3620 4.9267 -0.9504 0.35
H -1.4392 6.6919 0.3712 0.45
H -1.8454 6.3986 2.7872 0.42
H -1.1450 4.2816 3.9201 0.54
H 0.2295 0.8935 4.9567 0.66
H 1.1144 1.7434 3.6674 0.25
H 1.6889 0.1615 4.2670 0.09
H -0.6200 -1.4119 4.9561 0.45
H -0.0538 -2.5303 3.6913 0.28
H -1.7462 -2.0124 3.6956 0.43
C -5.2889 2.7782 -0.3377 -0.79
N -4.3763 2.3048 0.7073 0.30
C -4.7023 2.3530 2.0369 -0.50
C -3.8888 1.8605 2.9885 -1.42
C -2.6684 1.2454 2.5696 0.92
O -1.8656 0.7511 3.4352 -0.83
N -2.3733 1.2125 1.2747 1.00
C -3.2026 1.7301 0.3572 -0.66
O -2.8019 1.6202 -0.8255 0.42
H -5.9053 3.5731 0.0729 0.43
H -5.9152 1.9599 -0.6884 0.27
H -4.7006 3.1630 -1.1650 0.22
H -5.6546 2.8121 2.2623 0.55
H -4.1435 1.8942 4.0350 0.60
C -4.1726 -0.0079 -3.0463 -1.45
C -2.8811 -0.6554 -3.5495 0.09
C -2.9428 -2.1731 -3.3836 -1.75
P -1.3576 0.1475 -2.8736 1.92
C -1.3115 1.8001 -3.7574 1.02
C -1.9656 1.8181 -5.1459 -1.86
C -1.8408 3.0118 -2.9902 -1.57
C 0.0394 -0.7596 -3.6839 1.07
C -0.0539 -0.9025 -5.2042 -2.06
C 1.4012 -0.1725 -3.3069 -0.71
H -5.0078 -0.3946 -3.6341 0.67
H -4.1661 1.0790 -3.1419 0.20
H -4.3468 -0.2610 -2.0027 0.00
H -2.8042 -0.4443 -4.6184 0.81
H -3.0545 -2.4582 -2.3417 0.12
H -2.0583 -2.6748 -3.7755 0.27
H -3.8083 -2.5393 -3.9407 0.63
H -0.2338 1.9374 -3.8994 0.49
H -3.0519 1.7579 -5.0671 0.35
H -1.6312 1.0242 -5.8074 0.36
H -1.7292 2.7693 -5.6277 0.48
H -2.9305 3.0093 -2.9619 0.43
H -1.5244 3.9229 -3.5051 0.47
H -1.4998 3.0589 -1.9614 -0.22
H -0.0370 -1.7544 -3.2522 0.09
H 0.1358 0.0440 -5.7119 0.36
H -1.0127 -1.2967 -5.5405 0.41
H 0.7174 -1.6016 -5.5340 0.49
H 1.5966 0.7591 -3.8437 0.35
H 2.1901 -0.8751 -3.5853 0.73
H 1.4865 0.0170 -2.2368 -1.03
```

Calculated relative energy (zero: lowest compared OMol25 entry of this formula, charge and spin), 0.00 594.44 kJ/mol (same order as the records).
Calculated calculated total energy, -156246.83074 -219481.58689 eV (same order as the records).